Entry 1:
Here is a molecular structure, C19H29IrN8S at a distorted geometry from the OMol25 dataset. Energies are from the ωB97M-V functional and the def2-TZVPD basis.

Summary:
* calculated total energy: -1681.3292 Eh
* energy relative to the best compared isomer or geometry (same formula, charge and spin): 1.324 eV
* ⟨S²⟩: 6.0562
* 2S+1: 5
* gap between HOMO and LUMO (alpha / beta): 6.54 / 5.65 eV
* net charge: +2

Cartesian coordinates (Å):
Ir  0.91714  -0.15925  0.36675
N  0.15644  -2.47355  0.29635
C  0.02564  -2.91515  1.69085
C  -0.44566  -1.73285  2.53735
N  0.48494  -0.58205  2.47945
C  -0.18716  0.59245  3.07705
C  0.58614  1.90025  2.89185
N  0.88154  2.12345  1.47105
C  1.75144  -0.90315  3.19185
C  2.93494  -1.18545  2.25525
N  3.02454  -0.16495  1.20065
H  -0.76846  -2.42425  -0.12585
H  0.69354  -3.13845  -0.25365
H  0.98634  -3.29315  2.04595
H  -0.70376  -3.72525  1.78705
H  -0.57636  -2.05565  3.57495
H  -1.41836  -1.41035  2.16115
H  -0.36816  0.43435  4.14505
H  -1.16006  0.69735  2.59315
H  1.53024  1.87865  3.43745
H  -0.02456  2.70615  3.31465
H  1.65124  2.77865  1.36315
H  0.07614  2.55635  1.02705
H  1.61434  -1.77335  3.83995
H  2.01884  -0.06835  3.83935
H  2.81634  -2.15825  1.76895
H  3.84794  -1.22325  2.86005
H  3.79984  -0.37965  0.57415
H  3.23454  0.74705  1.60805
S  -1.19136  0.68715  -0.34035
C  -0.51916  1.29235  -1.94165
N  -1.00266  2.26225  -2.64835
N  -2.06316  3.01265  -2.48025
C  -3.26326  2.80245  -1.84985
C  -4.02786  3.93655  -1.51775
C  -5.20246  3.78815  -0.81455
C  -5.65506  2.52265  -0.45515
C  -4.93386  1.39575  -0.83435
C  -3.75316  1.52515  -1.53355
N  0.60774  0.75465  -2.30905
N  1.26664  -0.14575  -1.62555
C  1.88694  -1.13295  -2.33395
C  1.65594  -1.27815  -3.71995
C  2.27544  -2.28475  -4.42165
C  3.15444  -3.15735  -3.78985
C  3.39604  -3.02285  -2.42715
C  2.76344  -2.03575  -1.70365
H  -1.93896  3.92515  -2.91725
H  -3.68036  4.92185  -1.79355
H  -5.77986  4.65945  -0.54895
H  -6.57816  2.41425  0.09365
H  -5.31276  0.41425  -0.60205
H  -3.23156  0.64705  -1.88035
H  0.98154  -0.59245  -4.20875
H  2.08414  -2.39625  -5.47655
H  3.65574  -3.92605  -4.35645
H  4.08404  -3.69585  -1.93825
H  2.94194  -1.94205  -0.64395

Atoms 1-2, force components in eV/Å:
-0.5 -0.2 0.4
0.0 0.0 -0.1

Mulliken atomic charge list, values in e, 4 entries: 1.594, -0.501, -0.871, -0.788

---

Entry 2:
Here is a molecular structure, C19H29KN6OSi at a distorted geometry from the OMol25 dataset. Energies are from the ωB97M-V functional and the def2-TZVPD basis.

Summary:
* calculated total energy: -2034.6805 Eh
* 2S+1: 1
* gap between HOMO and LUMO: 5.82 eV
* net charge: 0

Cartesian coordinates (Å):
K  -0.07813  -0.88489  -0.82605
C  5.31836  -0.78605  -0.79434
N  4.70618  -0.92657  0.51192
C  5.52403  -0.82438  1.70560
C  3.33686  -1.05875  0.55778
N  2.56796  -1.22232  -0.45058
N  2.83564  -0.96889  1.86801
C  1.52286  -1.13043  2.31426
N  1.41812  -0.80914  3.66109
N  0.56654  -1.47582  1.55147
H  6.36753  -0.53591  -0.66185
H  4.84769  0.01693  -1.36774
H  5.25991  -1.70883  -1.37865
H  6.56928  -0.88827  1.41797
H  5.33397  -1.64365  2.40087
H  5.40007  0.12721  2.23714
H  3.11358  -1.30741  -1.30117
H  3.44256  -0.53170  2.53460
H  2.21698  -0.98433  4.24865
H  0.54695  -1.07183  4.09026
H  -0.30414  -1.53666  2.07533
C  -4.57772  -2.08636  0.66588
Si  -3.50010  -1.95710  -0.86028
C  -2.28644  -3.40160  -0.75836
C  -4.61020  -2.25671  -2.32868
N  -2.55277  -0.56892  -0.98256
C  -2.91519  0.73307  -1.04671
C  -4.23825  1.23739  -0.88857
C  -4.56132  2.58130  -0.94764
C  -3.58612  3.54612  -1.18103
C  -2.27930  3.11199  -1.35971
C  -1.96842  1.77062  -1.28490
O  -0.62378  1.37608  -1.51934
C  0.39101  1.99951  -0.82505
C  1.62980  2.05345  -1.44908
C  2.71632  2.58863  -0.77040
C  2.57439  3.05060  0.53164
C  1.32900  2.98129  1.14557
C  0.22923  2.46230  0.47543
H  -5.10672  -3.04573  0.66614
H  -5.32702  -1.29273  0.72185
H  -3.97442  -2.03296  1.57829
H  -2.79268  -4.36655  -0.65350
H  -1.62695  -3.28962  0.11194
H  -1.65830  -3.46366  -1.65491
H  -5.11127  -3.22736  -2.24639
H  -4.03831  -2.23953  -3.26095
H  -5.38374  -1.48569  -2.40030
H  -5.02935  0.51818  -0.70422
H  -5.59484  2.87951  -0.81230
H  -3.83172  4.59800  -1.23608
H  -1.48867  3.82749  -1.55973
H  1.72372  1.67495  -2.45937
H  3.67865  2.64497  -1.26557
H  3.41871  3.47631  1.05935
H  1.20451  3.33948  2.16039
H  -0.74452  2.41496  0.94453

Atoms 1-2, force components in eV/Å:
0.5 -1.0 -0.5
0.1 0.0 0.1

Mulliken atomic charge list, values in e, 4 entries: 0.768, -1.193, 0.203, -1.050

---

> Which value of net charge does entry 1 give?

+2